Entry from the Open Molecules 2025 dataset: C17H35Br16NO2PS as an isolated structure at a distorted geometry (ωB97M-V/def2-TZVPD).

Output
charge	+1
orbital gap	5.90	eV
HOMO energy	-11.226	eV
2S+1	1

Structure (XYZ):
```
73
Properties=species:S:1:pos:R:3:forces:R:3
N 1.3050 -1.9355 -1.3054 -1.2 -0.2 -0.5
C 0.4669 -2.3740 -1.9746 1.9 0.4 0.6
O -0.2265 -3.0266 -2.8801 -0.4 0.1 0.5
S -1.4300 -3.9849 -2.3295 -0.8 -1.1 -1.4
P -3.0089 -2.5414 -1.6506 -1.1 0.8 1.2
O -2.4836 -1.7522 -0.5507 1.8 -0.5 0.7
H -1.0264 -4.5225 -1.1584 0.4 0.4 0.3
H -4.0686 -3.3975 -1.3018 0.4 -0.5 -0.4
H -3.4030 -1.7969 -2.7745 0.5 -0.6 -0.7
Br 0.6752 0.1429 3.5012 -0.1 0.1 0.0
C 1.8446 0.7517 2.0647 -0.1 -0.1 0.1
C 3.2279 1.0608 2.5598 0.1 0.2 -0.1
Br 3.2987 2.7544 3.4968 0.0 0.1 0.1
H 1.3619 1.6110 1.6111 0.0 0.1 0.0
H 1.8744 -0.0660 1.3577 0.0 -0.2 -0.2
H 3.9146 1.1710 1.7230 0.0 0.0 -0.1
H 3.6043 0.3049 3.2407 0.0 0.0 0.0
Br 5.1094 -6.1423 -0.3382 0.0 0.0 0.0
C 5.0178 -5.0376 -1.9310 0.1 -0.1 0.2
C 3.7371 -4.2557 -1.9879 -0.1 0.1 -0.1
Br 2.2293 -5.3912 -2.5037 -0.1 0.0 0.1
H 5.1441 -5.6978 -2.7818 0.0 0.0 -0.1
H 5.8613 -4.3558 -1.8674 0.0 0.1 0.0
H 3.7906 -3.4839 -2.7512 0.0 0.0 0.0
H 3.4767 -3.8061 -1.0364 0.0 0.0 0.0
Br 5.9516 -0.2341 -0.0780 0.0 0.1 -0.1
C 7.6694 0.6820 0.0854 0.0 -0.2 0.1
C 7.7371 1.5376 1.3210 0.0 0.3 0.0
Br 6.7136 3.1746 1.1128 -0.1 -0.1 0.0
H 7.7981 1.2571 -0.8243 0.0 0.0 0.0
H 8.4134 -0.1091 0.1254 0.0 0.0 0.0
H 8.7624 1.8505 1.5003 0.0 0.0 0.0
H 7.3540 1.0364 2.2030 0.0 -0.1 0.0
Br -5.0591 0.0701 2.1592 -0.1 0.0 0.0
C -3.3309 0.9666 2.2776 0.0 -0.2 0.1
C -3.2677 1.8313 3.5056 0.1 0.3 0.0
Br -4.3069 3.4618 3.2783 0.0 -0.1 0.1
H -3.2051 1.5317 1.3608 0.0 0.1 0.0
H -2.5850 0.1762 2.3207 0.0 0.0 0.0
H -2.2445 2.1529 3.6840 0.0 0.0 -0.1
H -3.6542 1.3360 4.3892 0.0 -0.1 0.0
Br -5.2802 2.8813 -3.5026 0.1 -0.1 0.0
C -6.2118 1.3295 -2.8047 0.1 0.2 0.0
C -5.7778 1.0067 -1.3998 0.0 -0.1 -0.2
Br -4.0145 0.1551 -1.3240 -1.1 1.3 -0.1
H -6.0265 0.5161 -3.4980 0.0 -0.1 0.0
H -7.2677 1.5861 -2.8240 0.0 0.0 0.1
H -6.4504 0.2837 -0.9454 0.0 0.0 0.0
H -5.7122 1.8852 -0.7668 0.0 0.0 0.0
Br 1.8152 2.0580 -1.3170 0.0 0.0 0.0
C 3.0110 2.6789 -2.7222 0.0 -0.2 0.0
C 4.3697 3.0378 -2.1865 0.1 0.2 0.0
Br 4.3640 4.7425 -1.2641 -0.1 0.0 0.0
H 2.5181 3.5160 -3.2030 0.0 0.1 0.0
H 3.0873 1.8499 -3.4212 0.0 0.0 0.0
H 5.0729 3.1569 -3.0074 0.0 0.0 0.0
H 4.7524 2.3030 -1.4839 0.0 -0.1 0.0
Br -0.5293 7.6869 1.3083 -0.1 0.0 0.0
C -0.9469 6.8272 3.0003 0.1 0.2 -0.1
C -0.0879 5.6162 3.2377 -0.1 -0.2 0.1
Br -0.6693 4.1073 2.1582 0.1 -0.1 -0.2
H -2.0040 6.5875 2.9789 0.0 0.0 0.0
H -0.7574 7.5777 3.7631 0.0 0.0 0.0
H -0.1753 5.2842 4.2691 0.0 0.0 0.0
H 0.9567 5.7832 3.0004 0.0 0.0 0.0
Br -6.1410 -4.2738 -2.0724 -0.4 -0.1 -0.3
C -6.7832 -5.9300 -1.2719 -0.1 0.0 0.1
C -6.2759 -6.0594 0.1368 0.1 -0.2 0.0
Br -4.3879 -6.5405 0.1637 0.1 0.1 0.0
H -6.4542 -6.7343 -1.9193 0.0 0.0 0.0
H -7.8678 -5.8687 -1.2939 0.0 0.1 0.0
H -6.7945 -6.8608 0.6560 0.0 -0.1 0.0
H -6.3703 -5.1400 0.7030 0.0 0.0 0.0
```
Forces are in eV/Å.

Partial charges, Mulliken, in e: atom 1 (N): -0.210, atom 2 (C): 0.395, atom 3 (O): -0.211, atom 4 (S): 0.125, atom 5 (P): 0.662, atom 6 (O): -0.400, atom 7 (H): 0.342, atom 8 (H): -0.097, atom 9 (H): 0.165, atom 10 (Br): -0.192, atom 11 (C): -0.114, atom 12 (C): -0.162, atom 13 (Br): -0.116, atom 14 (H): 0.029, atom 15 (H): 0.209, atom 16 (H): -0.091, atom 17 (H): 0.413, atom 18 (Br): -0.123, atom 19 (C): -0.584, atom 20 (C): -0.622, atom 21 (Br): -0.170, atom 22 (H): 0.383, atom 23 (H): 0.371, atom 24 (H): 0.383, atom 25 (H): 0.389, atom 26 (Br): -0.180, atom 27 (C): -0.608, atom 28 (C): -0.606, atom 29 (Br): -0.113, atom 30 (H): 0.373, atom 31 (H): 0.377, atom 32 (H): 0.384, atom 33 (H): 0.359, atom 34 (Br): -0.179, atom 35 (C): -0.409, atom 36 (C): -0.517, atom 37 (Br): -0.135, atom 38 (H): 0.287, atom 39 (H): 0.302, atom 40 (H): 0.189, atom 41 (H): 0.468, atom 42 (Br): -0.120, atom 43 (C): -0.610, atom 44 (C): -0.714, atom 45 (Br): -0.035, atom 46 (H): 0.327, atom 47 (H): 0.394, atom 48 (H): 0.426, atom 49 (H): 0.422, atom 50 (Br): -0.080, atom 51 (C): -0.609, atom 52 (C): -0.211, atom 53 (Br): -0.126, atom 54 (H): 0.398, atom 55 (H): 0.341, atom 56 (H): 0.374, atom 57 (H): -0.047, atom 58 (Br): -0.139, atom 59 (C): -0.501, atom 60 (C): -0.677, atom 61 (Br): -0.086, atom 62 (H): 0.304, atom 63 (H): 0.378, atom 64 (H): 0.339, atom 65 (H): 0.384, atom 66 (Br): -0.080, atom 67 (C): -0.544, atom 68 (C): -0.622, atom 69 (Br): -0.135, atom 70 (H): 0.374, atom 71 (H): 0.349, atom 72 (H): 0.385, atom 73 (H): 0.373

***

Entry from the Open Molecules 2025 dataset: a 9-piece molecular cluster, C17H35Cl4F12N3O9S overall at a distorted geometry (ωB97M-V/def2-TZVPD).

Output
charge	+2
orbital gap	6.17	eV
energy relative to the best compared isomer or geometry (same formula, charge and spin)	4.0549	eV
HOMO energy	-13.451	eV
2S+1	1

Structure (XYZ):
```
81
Properties=species:S:1:pos:R:3:forces:R:3
N 4.6410 -1.6607 0.2839 0.3 -1.2 -1.8
H 5.4020 -1.1065 -0.0818 1.0 -0.3 0.0
H 4.1053 -1.0585 0.8926 -1.5 1.0 1.5
H 4.8347 -2.5697 0.6793 1.1 0.2 0.6
H 4.0737 -1.9381 -0.5044 -0.4 0.5 -0.5
N 2.9065 -4.0678 3.3376 1.0 -0.7 0.0
H 3.4237 -4.0714 2.4701 0.3 -0.1 -0.2
H 3.5488 -4.1137 4.1157 0.5 0.0 0.4
H 2.3597 -4.9168 3.3576 -0.8 -0.1 0.1
H 2.4263 -3.1816 3.4016 -1.4 1.3 0.1
N 0.8673 -2.2395 -1.7984 1.0 0.1 0.0
H 1.7638 -2.7019 -1.8494 0.1 -0.4 -0.7
H 0.9202 -1.3481 -2.2704 -0.2 1.1 -0.3
H 0.7569 -2.1028 -0.8038 -0.8 0.5 0.8
H 0.1129 -2.7530 -2.2312 -0.7 -0.7 0.1
C 0.6823 1.0180 2.2670 -0.8 -0.4 0.6
F -0.2014 0.8348 3.2540 0.1 -0.6 -0.9
F 0.0554 1.1407 1.0779 0.6 0.3 1.1
F 1.3340 2.1102 2.6182 0.5 -0.6 -0.9
S 1.7248 -0.6338 2.0584 -1.5 -2.4 1.7
O 1.5880 -1.4299 3.3378 0.0 1.2 -2.5
O 1.1019 -1.3200 0.8851 0.9 1.0 1.3
O 3.1271 -0.3136 1.8465 0.4 0.9 -0.4
C -1.3247 1.4998 -7.1636 -1.7 0.5 0.5
C -1.3113 0.7594 -5.8415 1.2 -0.8 0.5
O -1.0946 1.6774 -4.7351 0.5 0.5 2.8
C -0.6044 1.2396 -3.5467 1.8 -2.2 -3.6
O -0.0544 0.1381 -3.3798 -1.7 1.2 0.0
C -0.2719 2.2900 -2.5165 0.3 1.6 -0.8
F -0.6430 3.5202 -2.9072 -0.1 -0.8 0.7
F -0.7434 1.9605 -1.3403 -0.9 0.2 0.9
F 1.0554 2.2965 -2.3708 0.5 -0.1 -0.3
H -2.0954 2.2701 -7.1359 0.2 0.4 0.2
H -1.7571 0.8779 -7.9474 0.7 -0.4 -0.1
H -0.3678 1.9589 -7.4118 -0.1 -0.3 0.0
H -0.4461 0.0970 -5.8685 -0.1 -0.3 0.2
H -2.1609 0.1860 -5.4708 -0.3 0.0 -1.0
C 0.0223 -4.3362 1.0554 0.3 0.1 -0.4
C -1.3650 -3.7334 1.0718 -0.7 -0.3 0.1
O -2.2590 -4.4882 0.1765 -0.1 0.7 -0.6
C -2.4127 -4.1963 -1.1299 3.6 1.1 1.0
O -1.6652 -3.4464 -1.8016 -2.3 -2.1 1.9
C -3.5747 -5.0078 -1.7071 0.4 -0.3 -0.7
F -4.2430 -4.0664 -2.3326 -1.5 0.3 -0.5
F -3.1038 -5.8696 -2.6132 0.2 -0.1 0.0
F -4.3314 -5.6960 -0.8602 0.4 0.8 -0.1
H 0.7331 -3.7361 1.6234 -0.3 0.2 0.1
H 0.4161 -4.4056 0.0414 0.0 -0.2 -0.1
H -0.0304 -5.3303 1.4995 0.0 -0.1 -0.2
H -1.5128 -2.6668 0.9030 0.5 0.0 -0.4
H -1.7465 -3.9127 2.0770 -0.4 -0.1 -0.2
C 4.0301 2.5386 -0.5728 -0.2 -0.3 -1.0
C 2.8658 3.1019 0.2374 1.5 -0.9 -0.3
O 2.8880 4.5310 0.1740 -1.3 1.7 -0.2
C 2.4017 5.2745 -0.9047 0.6 -3.4 -1.5
O 2.1538 4.7722 -1.9977 0.4 1.6 2.7
C 2.2210 6.7929 -0.6224 2.4 0.4 0.9
F 2.7812 7.5341 -1.6010 -0.4 -0.8 0.6
F 0.9550 7.0412 -0.5559 -1.5 0.3 0.0
F 2.8028 7.1789 0.5632 -0.6 -0.6 -1.3
H 5.0430 2.8705 -0.3450 -0.3 0.5 0.4
H 3.8443 2.7406 -1.6277 0.2 0.0 -0.1
H 4.0751 1.4542 -0.4720 -0.3 -0.3 0.1
H 3.0299 2.7361 1.2509 0.1 1.2 0.3
H 1.9451 2.5785 -0.0203 -0.3 0.8 -0.7
Cl -3.8566 2.3565 2.2403 -0.6 0.4 0.4
C -3.2777 1.6560 0.7427 1.2 0.1 -0.5
C -4.3423 1.3298 -0.2798 -0.5 0.3 0.9
Cl -3.5744 0.6988 -1.7413 0.1 -0.6 -0.2
H -2.7556 0.7565 1.0688 -0.1 -0.1 -0.4
H -2.5282 2.3323 0.3318 -0.1 0.0 0.0
H -4.9374 2.1679 -0.6423 0.1 0.1 0.5
H -4.9820 0.6083 0.2285 -0.3 -0.2 -0.7
Cl -4.5178 -0.9039 6.3417 0.1 0.0 -0.7
C -3.9103 0.6490 5.7248 0.8 1.3 -0.3
C -2.3797 0.9045 6.0215 -2.0 -0.6 0.2
Cl -2.1298 0.3921 7.6884 0.9 0.1 0.5
H -4.5849 1.3978 6.1399 0.4 0.1 0.4
H -4.0091 0.7934 4.6489 -0.3 -0.7 -0.1
H -2.1038 1.9569 5.9556 -0.2 -0.1 -0.2
H -1.8097 0.3031 5.3133 0.2 0.0 0.3
```
Forces are in eV/Å.

Partial charges, Mulliken, in e: atom 1 (N): -0.216, atom 2 (H): 0.435, atom 3 (H): 0.243, atom 4 (H): 0.328, atom 5 (H): 0.262, atom 6 (N): -0.179, atom 7 (H): 0.295, atom 8 (H): 0.434, atom 9 (H): 0.391, atom 10 (H): 0.157, atom 11 (N): 0.087, atom 12 (H): 0.433, atom 13 (H): 0.423, atom 14 (H): 0.061, atom 15 (H): 0.416, atom 16 (C): 0.461, atom 17 (F): -0.121, atom 18 (F): -0.240, atom 19 (F): -0.196, atom 20 (S): 1.190, atom 21 (O): -0.953, atom 22 (O): -0.676, atom 23 (O): -0.949, atom 24 (C): -1.202, atom 25 (C): -0.199, atom 26 (O): -0.198, atom 27 (C): 0.131, atom 28 (O): -0.694, atom 29 (C): 1.090, atom 30 (F): -0.266, atom 31 (F): -0.162, atom 32 (F): -0.178, atom 33 (H): 0.340, atom 34 (H): 0.389, atom 35 (H): 0.301, atom 36 (H): 0.260, atom 37 (H): 0.341, atom 38 (C): -0.441, atom 39 (C): -0.273, atom 40 (O): -0.315, atom 41 (C): 0.340, atom 42 (O): -0.643, atom 43 (C): 0.843, atom 44 (F): -0.220, atom 45 (F): -0.242, atom 46 (F): -0.212, atom 47 (H): -0.288, atom 48 (H): 0.229, atom 49 (H): 0.525, atom 50 (H): 0.231, atom 51 (H): 0.405, atom 52 (C): -0.911, atom 53 (C): 0.710, atom 54 (O): -0.362, atom 55 (C): 0.446, atom 56 (O): -0.494, atom 57 (C): 0.773, atom 58 (F): -0.231, atom 59 (F): -0.216, atom 60 (F): -0.244, atom 61 (H): 0.414, atom 62 (H): 0.356, atom 63 (H): -0.077, atom 64 (H): 0.355, atom 65 (H): -0.517, atom 66 (Cl): -0.201, atom 67 (C): 0.280, atom 68 (C): -0.466, atom 69 (Cl): -0.138, atom 70 (H): -0.168, atom 71 (H): 0.030, atom 72 (H): 0.340, atom 73 (H): 0.342, atom 74 (Cl): -0.161, atom 75 (C): -0.245, atom 76 (C): -0.033, atom 77 (Cl): -0.178, atom 78 (H): 0.332, atom 79 (H): 0.026, atom 80 (H): 0.299, atom 81 (H): -0.041

***

Entry from the Open Molecules 2025 dataset: C17H35CuNO6 as an isolated structure at a distorted geometry (ωB97M-V/def2-TZVPD).

Output
charge	-2
orbital gap (spin up / spin down)	1.58 / 3.98	eV
expectation value of S²	0.751
HOMO energy (spin up / spin down)	2.556 / 0.043	eV
2S+1	2

Structure (XYZ):
```
60
Properties=species:S:1:pos:R:3:forces:R:3
Cu 14.8688 -31.7892 -13.9689 0.7 1.3 -1.0
C 12.6289 -27.9145 -13.0062 0.4 3.4 -1.0
C 13.7585 -28.8718 -13.1050 0.9 -1.1 -2.5
O 14.6197 -28.7836 -14.2388 -1.8 0.3 2.5
H 13.1434 -26.9673 -12.8447 -0.2 0.8 0.5
H 11.8400 -28.0170 -12.2611 0.0 -0.5 0.1
H 12.2647 -27.7123 -14.0135 -0.6 -0.5 -0.2
H 13.0931 -29.7292 -13.2062 0.6 -1.7 0.4
H 14.2620 -28.8058 -12.1405 0.4 -0.6 0.6
C 16.4495 -32.6817 -17.2128 0.9 -1.6 -0.3
C 16.9340 -31.6155 -16.2288 -2.1 0.8 0.2
O 15.9182 -30.7645 -15.8566 -0.6 -1.2 0.9
H 17.2686 -33.3728 -17.4114 0.7 -0.3 -0.2
H 16.0771 -32.4570 -18.2122 0.0 1.0 0.1
H 15.7184 -33.3972 -16.8363 -0.5 0.4 0.7
H 17.7706 -31.0464 -16.6343 0.6 0.2 -0.7
H 17.3368 -32.0749 -15.3262 0.6 -0.9 0.2
C 21.1731 -31.6690 -12.0807 0.5 1.0 0.7
C 20.4636 -30.2887 -12.1135 -0.1 -2.9 1.4
C 20.4126 -29.7206 -13.5112 -1.8 0.5 1.9
O 19.0277 -29.8400 -13.7698 -0.8 -0.1 -2.0
C 18.3620 -30.5465 -12.8454 -4.4 -1.2 -1.9
O 17.2550 -31.0514 -12.9732 2.4 1.2 0.0
O 19.0410 -30.6224 -11.7588 3.4 0.5 1.9
H 21.3085 -31.9360 -11.0326 -0.5 -0.6 -0.1
H 22.2040 -31.6276 -12.4323 0.1 0.3 -0.4
H 20.6359 -32.3990 -12.6862 -0.1 0.0 0.3
H 20.8159 -29.6576 -11.2977 0.1 0.2 -0.4
H 20.9684 -30.3381 -14.2168 0.3 0.8 -0.1
H 20.5436 -28.6523 -13.3390 1.0 0.1 -1.3
C 12.0467 -31.9294 -11.9645 1.3 -0.3 1.0
C 12.7294 -33.3685 -11.8873 -2.1 -0.7 -2.1
C 11.9777 -34.0915 -13.1116 2.4 -1.0 -0.4
C 12.5816 -35.4986 -13.4464 -1.1 0.1 0.8
C 14.0356 -35.4026 -13.7772 1.6 1.5 1.0
C 14.9171 -34.6734 -12.6127 -0.7 -2.0 -0.6
N 14.2091 -33.3991 -12.1163 -1.8 -0.8 -4.4
O 14.8244 -32.6800 -11.1916 2.3 1.7 1.7
C 15.1786 -35.7542 -11.5277 -0.2 -0.1 0.2
C 16.3190 -34.3744 -13.2430 -1.2 0.8 0.1
C 12.4059 -34.1345 -10.5851 -0.5 0.2 -0.2
H 12.6315 -31.2516 -11.3426 -0.3 0.2 0.2
H 11.0100 -31.9781 -11.6314 0.1 -0.3 0.5
H 11.9536 -31.3984 -12.9118 0.7 -0.7 -0.5
H 10.8902 -34.0575 -13.0468 0.1 -0.2 0.5
H 12.2467 -33.6174 -14.0555 -0.1 1.1 0.2
H 12.0763 -35.9338 -14.3086 -0.3 0.0 0.0
H 12.4077 -36.1659 -12.6023 0.1 -0.3 0.0
H 14.2146 -34.8957 -14.7254 -0.3 0.7 0.0
H 14.5176 -36.3512 -14.0135 -0.1 -0.4 0.6
H 14.3924 -36.4184 -11.1689 -1.0 0.8 0.0
H 15.7845 -36.5664 -11.9295 0.9 0.5 -0.1
H 15.6078 -35.2906 -10.6395 0.4 -0.2 0.0
H 16.9059 -35.2736 -13.4299 -0.1 -0.1 0.6
H 16.2035 -33.9713 -14.2491 -0.2 0.5 -0.1
H 16.8163 -33.6316 -12.6193 0.4 -0.2 -0.1
H 11.3869 -33.9826 -10.2291 -0.1 0.3 -0.2
H 13.0375 -33.8615 -9.7398 0.2 0.0 0.1
H 12.4899 -35.2086 -10.7503 0.3 0.0 0.1
H 14.5186 -32.9007 -10.3088 -0.1 -0.6 0.6
```
Forces are in eV/Å.

Partial charges, Mulliken, in e: atom 1 (Cu): 0.206, atom 2 (C): -1.721, atom 3 (C): 0.882, atom 4 (O): -0.872, atom 5 (H): 0.434, atom 6 (H): 0.345, atom 7 (H): 0.367, atom 8 (H): -0.552, atom 9 (H): 0.147, atom 10 (C): -1.194, atom 11 (C): 0.195, atom 12 (O): -0.648, atom 13 (H): 0.376, atom 14 (H): 0.407, atom 15 (H): 0.162, atom 16 (H): 0.230, atom 17 (H): -0.174, atom 18 (C): -1.431, atom 19 (C): 0.227, atom 20 (C): -0.445, atom 21 (O): -0.310, atom 22 (C): 0.525, atom 23 (O): -0.457, atom 24 (O): -0.227, atom 25 (H): 0.393, atom 26 (H): 0.415, atom 27 (H): 0.272, atom 28 (H): 0.344, atom 29 (H): 0.303, atom 30 (H): 0.347, atom 31 (C): -2.572, atom 32 (C): 4.195, atom 33 (C): -1.790, atom 34 (C): -1.270, atom 35 (C): -1.669, atom 36 (C): 5.588, atom 37 (N): -0.620, atom 38 (O): -0.442, atom 39 (C): -3.720, atom 40 (C): -2.416, atom 41 (C): -2.897, atom 42 (H): 0.438, atom 43 (H): 0.353, atom 44 (H): 0.447, atom 45 (H): 0.710, atom 46 (H): 0.193, atom 47 (H): 0.178, atom 48 (H): 0.527, atom 49 (H): 0.081, atom 50 (H): 0.642, atom 51 (H): 0.477, atom 52 (H): 0.666, atom 53 (H): 0.126, atom 54 (H): 0.244, atom 55 (H): 0.070, atom 56 (H): 0.532, atom 57 (H): 0.540, atom 58 (H): 0.132, atom 59 (H): 0.388, atom 60 (H): 0.320

***

> Number 1 is which compound?

C17H35Br16NO2PS